Record 1
81
Properties=species:S:1:pos:R:3:forces:R:3 method="wB97M-V/def2-TZVPD" e_above_lowest_ev=2.5673 lumo_ev=0.470 gap_ha=0.37949 total_energy_ev=-37967.29808 smiles=CCO.CCO.CCO.CCO.CCO.CCO.CCO.CCO.CCO
C 19.549866 -1.414969 2.278225 -0.2084 -0.2879 -0.0091
C 20.718997 -2.125361 1.619691 -0.1341 -0.2278 0.4136
O 20.296676 -2.861696 0.470070 0.1253 0.2155 -0.1300
H 19.195572 -0.587570 1.664896 0.0515 0.1184 0.1166
H 19.828825 -1.081181 3.279213 0.0673 0.2908 -0.1323
H 18.707233 -2.096464 2.413877 0.0835 -0.0973 -0.0871
H 21.174424 -2.809255 2.341930 0.0772 0.0278 -0.0389
H 21.479064 -1.390815 1.341535 0.0468 -0.0676 -0.1563
H 20.517885 -3.786780 0.600475 0.0381 0.0069 -0.0110
C 26.174913 -4.964593 4.018191 0.2278 -0.5322 -0.1194
C 25.805064 -3.598226 4.519362 0.1996 0.6656 0.5190
O 26.024847 -3.551844 5.937418 -0.1452 -0.2759 -0.0880
H 26.323663 -4.993847 2.936746 -0.0973 0.1899 -0.0159
H 25.417598 -5.712826 4.258924 -0.0289 0.0835 0.1208
H 27.114924 -5.286470 4.470056 -0.0218 0.0637 0.0364
H 24.760210 -3.358150 4.297902 0.0206 -0.0282 -0.0823
H 26.440666 -2.818427 4.084423 -0.0854 -0.1435 -0.3383
H 26.073259 -2.630630 6.208582 -0.0435 0.0010 -0.0412
C 30.331591 0.369533 -0.259448 -0.2171 0.2417 0.6688
C 28.820044 0.461175 -0.263420 0.0065 0.0709 -0.2072
O 28.313259 -0.555291 -1.105915 0.1013 -0.0529 -0.2056
H 30.632391 -0.569932 0.198852 0.1354 -0.0745 -0.2209
H 30.716389 1.165096 0.385060 0.1234 0.0391 -0.1653
H 30.752744 0.471211 -1.256593 -0.0153 -0.0617 -0.0405
H 28.510150 1.455044 -0.616307 -0.0293 -0.0754 0.0095
H 28.434802 0.346206 0.759208 0.0170 -0.0045 -0.0195
H 27.348492 -0.595725 -1.019570 -0.0286 -0.0719 0.2381
C 21.238678 -6.045953 3.961558 -0.3925 0.4588 0.2762
C 22.338340 -6.770632 3.236995 0.1490 0.1330 0.2644
O 23.014347 -5.807084 2.426482 0.0749 -0.0779 -0.0303
H 20.483196 -5.647742 3.280402 0.0546 -0.0696 -0.0523
H 21.660570 -5.201058 4.512496 0.0601 -0.0082 -0.1176
H 20.729439 -6.654668 4.709560 0.0501 -0.2484 -0.1742
H 21.965114 -7.585036 2.611320 -0.0575 -0.0568 0.0747
H 23.021950 -7.175183 3.992685 0.0554 -0.1300 -0.1798
H 23.841984 -6.201564 2.134888 0.0007 0.0441 -0.0871
C 25.078768 -0.790071 -3.625202 0.0945 -0.0616 0.4598
C 23.670936 -1.255016 -3.353159 -0.0908 -0.3877 -0.0823
O 23.522120 -1.398841 -1.930306 -0.1048 0.0541 -0.2554
H 25.782564 -1.495165 -3.175404 -0.0003 -0.0360 -0.1180
H 25.257142 0.169909 -3.137468 -0.0011 0.0897 -0.2120
H 25.286796 -0.729074 -4.690210 -0.0409 0.1179 -0.0422
H 23.493123 -2.225307 -3.833170 0.0507 0.0235 0.0506
H 22.914573 -0.570246 -3.746313 0.0998 0.1518 0.0866
H 22.646696 -1.762159 -1.760846 -0.0212 0.0305 0.1691
C 24.712980 -2.798741 1.244403 -0.2633 0.6148 0.3274
C 25.845032 -2.477175 0.298669 0.2719 -0.7789 -0.1738
O 25.753605 -1.148787 -0.189316 -0.0211 -0.0449 -0.0226
H 24.752133 -2.119471 2.100192 0.0513 -0.0845 0.0384
H 24.708886 -3.818910 1.623712 0.0602 -0.0701 -0.1424
H 23.754993 -2.596490 0.758421 0.0248 -0.1761 -0.0177
H 25.859281 -3.206629 -0.525423 -0.1520 0.2180 -0.1138
H 26.824574 -2.615473 0.765081 -0.0716 0.3429 0.1751
H 24.960189 -1.130818 -0.749541 -0.0808 0.1484 -0.0394
C 30.332270 -3.330235 0.009446 -0.0345 -0.5371 -0.2546
C 29.127856 -4.082296 -0.549186 -0.0508 0.7627 0.0337
O 29.473509 -4.980182 -1.587195 0.0363 -0.2467 -0.0276
H 31.059289 -4.053124 0.386247 -0.0456 0.0992 0.1995
H 30.010022 -2.649871 0.796499 0.1035 -0.0009 0.0642
H 30.836501 -2.759925 -0.772813 -0.1546 0.1209 -0.0052
H 28.391360 -3.355451 -0.916206 0.0561 -0.0422 0.0769
H 28.649356 -4.655242 0.245636 0.0375 -0.1989 -0.0814
H 29.802556 -4.455612 -2.323231 0.0187 -0.0293 -0.0174
C 25.865545 1.590813 2.879665 0.2085 0.0664 -0.5010
C 26.314335 0.206112 3.307284 -0.3359 0.1413 -0.0914
O 27.187194 0.280497 4.435399 -0.1314 -0.2745 -0.0052
H 25.382456 1.548585 1.898829 -0.1705 -0.1067 0.1382
H 26.721754 2.255876 2.749691 0.0338 -0.0227 0.1723
H 25.178178 2.027698 3.601049 0.0386 0.0446 0.0450
H 26.754271 -0.338967 2.467103 0.2241 0.1003 0.0591
H 25.423503 -0.366223 3.585552 0.1231 -0.0688 0.2012
H 28.080422 0.057311 4.164841 -0.0069 0.0358 -0.0529
C 23.016090 -4.898712 -1.164680 -0.2161 0.2460 -0.3679
C 24.302379 -5.344045 -1.821103 -0.1062 0.3430 0.0080
O 24.084084 -6.610900 -2.419834 0.0956 -0.1084 0.0779
H 22.217719 -4.925677 -1.911141 -0.0417 -0.1416 0.0812
H 23.099396 -3.857403 -0.851795 0.0920 -0.1083 0.1573
H 22.733440 -5.511890 -0.310943 0.0504 -0.0431 0.0224
H 25.114652 -5.365889 -1.084378 0.0322 -0.1634 -0.0557
H 24.574065 -4.606515 -2.588303 0.0740 -0.0259 0.0400
H 24.887558 -6.872495 -2.878327 0.0033 -0.0520 0.0078

Record 2
90
Properties=species:S:1:pos:R:3:forces:R:3 method="wB97M-V/def2-TZVPD" e_above_lowest_ev=0.7219 lumo_ev=0.041 gap_ha=0.32105 total_energy_ev=-135478.17681
C -0.098287 -3.778265 -4.380276 1.7692 -0.6049 1.1820
S -1.477074 -2.743585 -4.159517 -1.4584 -0.1767 0.3182
O -1.147004 -1.588212 -3.299817 0.5107 0.5542 0.9966
C -1.536318 -1.994440 -5.729176 0.9519 1.0223 -1.4710
H 0.867738 -3.231546 -4.358077 -0.6323 -0.0620 -0.0893
H -0.207218 -4.274419 -5.319498 -0.0783 -0.4675 -0.6603
H -0.079248 -4.534957 -3.564003 -0.0580 0.4951 -0.5158
H -1.822628 -2.642356 -6.557369 -0.1336 -0.0966 0.1752
H -0.552340 -1.514202 -5.974180 -0.6763 -0.4865 0.2926
H -2.244663 -1.180350 -5.594635 -0.2044 -0.0665 -0.1883
C -2.324438 -5.081357 -0.277927 1.5966 0.8940 0.5531
S -0.662941 -5.761090 -0.545958 -0.9834 0.7540 -1.2317
O -0.643377 -6.984720 0.253433 0.4720 -1.1375 0.7802
C 0.175660 -4.488369 0.371250 -0.2090 -0.4049 0.6984
H -2.485221 -5.141720 0.826869 -0.2351 -0.0614 -1.0103
H -2.981326 -5.630436 -0.910869 -0.7605 -0.3960 -0.0964
H -2.212991 -4.040350 -0.611395 -0.5060 -0.0547 0.1625
H -0.474002 -4.350296 1.248553 0.7553 0.1840 0.1025
H 0.313205 -3.564595 -0.166493 -0.2242 0.1517 -0.4045
H 1.148082 -4.925703 0.572980 0.0966 0.0522 0.4454
C 3.017043 1.454003 3.652403 -1.3783 0.2890 -0.0786
S 2.062812 2.110836 5.023307 -0.8951 1.5185 -1.2467
O 2.912874 1.829356 6.172916 0.7500 -0.3144 1.6716
C 2.288846 3.943290 4.633060 0.8231 -0.2613 0.1304
H 4.001694 1.556782 4.050269 0.9454 -0.0279 -0.2503
H 2.767095 2.066239 2.777635 0.3151 -0.5742 -0.0285
H 2.698675 0.407258 3.583252 0.3227 0.2538 -0.3093
H 3.234465 4.302174 5.120413 -0.8010 -0.5773 -0.3321
H 1.448107 4.495138 5.049911 0.0041 -0.0971 0.0695
H 2.347613 4.133460 3.552246 -0.1664 -0.2220 0.3183
C 3.755974 -0.336753 -4.942574 0.8753 0.1602 -0.0897
S 2.837758 0.803055 -5.960790 1.5349 1.1866 0.9373
O 2.418257 0.184542 -7.201355 -0.4329 -1.1910 -1.9024
C 1.438648 0.789602 -4.945479 -1.5326 0.2708 1.4663
H 4.794810 -0.375431 -5.297610 -0.2536 0.1152 0.1170
H 3.353606 -1.349685 -5.018208 -0.2741 0.1907 0.3174
H 3.721195 0.142816 -3.949470 0.0954 -0.6466 -0.1069
H 1.585148 1.418344 -4.031999 -0.0851 -0.4481 -0.7181
H 1.173137 -0.235919 -4.628945 0.0013 0.4269 -0.1966
H 0.648039 1.211612 -5.579410 0.0237 -0.0743 0.3725
C -0.930880 4.692321 2.876852 -0.1415 1.5233 0.0057
S -1.038170 3.277572 1.876917 2.4506 -1.0530 -1.3781
O 0.354210 2.659599 2.162328 -1.6249 0.1347 -0.2474
C -2.294603 2.433978 2.790963 0.6341 0.8488 0.3613
H -1.850466 5.271182 2.959009 -0.1251 -0.1764 -0.0416
H -0.142970 5.354056 2.491933 -0.1971 -0.3542 0.0309
H -0.639070 4.276102 3.814216 0.2827 0.0852 0.9457
H -2.105260 2.744324 3.826932 -0.6067 -0.5333 -0.0753
H -2.180714 1.375160 2.620954 -0.1445 -0.2836 -0.0388
H -3.173994 2.869948 2.320360 -0.5388 -0.3199 0.4003
C 1.205032 -0.815338 0.843274 0.9935 -0.5290 0.7693
S -0.017023 -1.046373 -0.346871 -1.4682 -2.0223 -0.9179
O -1.292733 -1.331855 0.393565 -0.1684 0.0929 0.0294
C -0.093083 0.571061 -0.943143 1.5002 1.0372 -0.3900
H 1.378218 -1.794696 1.312813 -0.1890 0.2661 -0.0103
H 0.896934 -0.083221 1.585473 0.2077 0.2835 0.0236
H 2.106025 -0.589575 0.277958 0.2765 0.5021 0.2439
H 0.918063 0.688309 -1.417225 -0.6280 0.3722 0.5931
H -0.231823 1.190524 -0.042879 -0.0409 0.3207 -0.6960
H -0.802803 0.699012 -1.752972 -0.2699 -0.1763 0.2928
C 2.228721 3.331303 -0.361580 0.3674 0.7136 0.5549
S 3.786776 2.591106 -0.775476 -0.5541 -0.2515 0.6139
O 3.341380 1.252363 -1.251737 0.3541 -0.5927 -0.6281
C 4.137141 3.649617 -2.158229 0.5397 1.3568 1.6258
H 2.416088 4.319346 0.060238 -0.1577 0.0406 0.1394
H 1.757867 2.687523 0.371296 -0.1238 0.0301 0.1867
H 1.615479 3.427121 -1.242587 -0.2134 -0.1106 -0.3926
H 3.279481 3.688993 -2.786816 -0.3685 -0.0794 -0.9075
H 5.068914 3.317894 -2.562896 0.3342 -0.2258 -0.7675
H 4.323782 4.663153 -1.695375 -0.2319 -0.9128 -0.5377
C -1.356147 -2.949817 5.843578 0.0779 0.3830 -0.0230
S -2.237726 -2.960239 4.275263 1.5230 -1.9445 -0.4565
O -3.632768 -2.713206 4.590608 -1.9171 0.4990 0.5291
C -1.570608 -1.502598 3.619925 1.7552 0.8102 0.0122
H -1.586839 -1.987409 6.282513 0.0857 0.3212 0.2520
H -0.262821 -3.078431 5.757088 -0.6055 -0.1569 -0.0513
H -1.852358 -3.698597 6.452000 0.2616 -0.2937 0.0220
H -1.745044 -0.684573 4.313759 -0.1438 0.2392 -0.0092
H -1.964626 -1.323213 2.635435 -0.2610 0.0917 -0.3777
H -0.467212 -1.642649 3.507867 -0.7368 0.0725 0.0642
C -3.435319 0.728371 -1.858438 1.8066 -0.5385 -0.6585
S -3.397586 1.308126 -0.212578 0.1574 -0.3079 0.7704
O -4.145960 2.592898 -0.186589 -0.1908 0.3445 0.0909
C -4.480278 0.052550 0.451631 0.9253 0.2731 1.2789
H -2.872152 -0.225429 -1.951148 -0.8600 0.0743 0.3129
H -2.715667 1.385630 -2.359477 -0.8243 0.3935 -0.4957
H -4.455058 0.719206 -2.213348 -0.0603 0.0585 -0.4423
H -4.434076 0.223751 1.536776 -0.5004 0.0372 -0.2020
H -3.995418 -0.912642 0.327162 -0.2480 -0.1682 -0.4545
H -5.474260 0.198007 0.057213 -0.2575 -0.2451 -0.1302